Computed, not measured: a molecular structure, C19H43OP3SY, with ωB97M-V/def2-TZVPD.

Results
Orbital gap (spin up / spin down)   5.135 / 4.742 eV
Net charge   +3
Energy   -62164.142 eV
Highest occupied orbital energy (spin up / spin down)   -17.54 / -17.43 eV
E_LUMO (spin up / spin down)   -0.456 / -0.466 hartree
Molecular weight   501.45 Da
ΔE to the lowest compared entry with this formula, charge and spin   410.53 kJ/mol

Element x y z (Å)
Y (-0.320, 0.435, 0.893)
S (0.563, 2.920, 0.417)
P (-1.297, -2.289, -0.244)
P (1.936, -1.424, 1.113)
P (-2.502, 0.877, -0.970)
O (-1.545, -0.444, 2.655)
C (2.114, -2.964, 2.119)
C (-0.727, -2.771, -1.934)
C (1.748, 2.384, -2.010)
C (1.841, 2.441, -0.604)
C (2.566, -2.010, -0.514)
C (-3.282, -1.245, 4.209)
C (3.101, 2.364, 0.049)
C (-0.823, -3.807, 0.681)
C (2.140, 5.106, 0.214)
C (-2.426, 0.223, -2.694)
C (2.754, 5.164, -0.975)
C (3.411, -0.527, 1.762)
C (4.246, 2.124, -0.693)
C (4.150, 2.005, -2.089)
C (2.889, 2.056, -2.725)
C (-2.553, 2.670, -1.323)
C (-3.081, -2.706, -0.439)
C (-2.759, -1.270, 2.782)
C (-4.280, 0.617, -0.597)
H (-2.961, 3.183, -0.441)
H (-1.375, -0.038, 3.530)
H (2.091, -2.952, -0.813)
H (-3.205, 2.866, -2.194)
H (-4.904, 1.049, -1.389)
H (3.802, 0.131, 0.979)
H (-3.629, -2.438, 0.473)
H (3.191, 2.686, 1.081)
H (2.354, -1.255, -1.284)
H (2.668, 4.827, 1.131)
H (4.188, -1.227, 2.087)
H (-4.229, -1.795, 4.244)
H (-4.515, 1.114, 0.351)
H (3.117, 0.093, 2.614)
H (-3.471, -0.856, 2.049)
H (-2.498, -2.279, 2.462)
H (-2.590, -1.762, 4.874)
H (2.302, 5.664, -1.828)
H (-1.001, -3.646, 1.752)
H (2.824, 1.896, -3.813)
H (-1.006, -1.990, -2.650)
H (-2.978, 0.908, -3.355)
H (2.483, -2.699, 3.121)
H (0.342, 0.615, -0.947)
H (-2.856, -0.784, -2.781)
H (-3.474, -0.227, 4.561)
H (5.215, 1.989, -0.184)
H (-1.430, -4.662, 0.354)
H (1.164, 5.535, 0.357)
H (0.363, -2.881, -1.944)
H (3.789, 4.818, -1.118)
H (1.148, -3.464, 2.238)
H (5.045, 1.827, -2.697)
H (-3.533, -2.196, -1.300)
H (-1.374, 0.191, -3.006)
H (-4.510, -0.449, -0.497)
H (-3.174, -3.796, -0.590)
H (3.652, -2.169, -0.462)
H (0.794, 2.620, -2.484)
H (-1.198, -3.721, -2.228)
H (0.233, -4.043, 0.520)
H (-1.538, 3.059, -1.512)
H (2.822, -3.668, 1.654)

Atom charges from the Mulliken analysis, given in e for atoms 1 to 2: number 1, Y, carries 0.01; number 2, S, carries -0.05